The following is a quantum chemistry calculation of a cluster of 2 separate species, C4H10O in total at a distorted geometry, from the Open Molecules 2025 dataset.

Last column: Mulliken charge in e.
Element x y z (Å)
C1 -2.21 0.07 -0.02  0.0671
C2 -3.16 0.32 0.94  -0.2663
H1 -1.19 0.42 0.04  0.1286
H2 -2.47 -0.43 -0.96  0.3094
H3 -3.04 1.05 1.72  0.2977
H4 -4.11 -0.21 0.98  0.2973
C3 1.84 -0.07 -0.98  0.0009
O1 2.70 -1.13 -1.21  -0.4600
C4 1.44 0.16 0.45  -1.1842
H5 0.95 -0.20 -1.62  0.2036
H6 2.28 0.87 -1.37  0.2375
H7 3.07 -1.49 -0.40  0.3305
H8 0.74 -0.63 0.78  0.2928
H9 0.89 1.09 0.51  0.3241
H10 2.28 0.18 1.14  0.4210

Output
<S²>: 0.754
energy above the lowest of the compared OMol25 structures with the same formula, charge and spin: 54.8 kcal/mol
HOMO-LUMO gap (spin up / spin down): 7.96 / 2.89 eV
energy: -233.20931 Eh
2S+1: 2
total charge: +1
HOMO (spin up / spin down): -13.814 / -13.103 eV

=====

The following is a quantum chemistry calculation of a structure of composition C25H35CoN3 at a distorted geometry, from the Open Molecules 2025 dataset.

Last column: Mulliken charge in e.
Element x y z (Å)
C1 -2.65 0.72 -0.94  0.6121
C2 -3.19 1.99 -1.65  -1.4302
H1 -2.67 -0.09 -1.67  -0.0483
H2 -3.22 0.37 -0.08  0.3817
H3 -1.69 1.04 -0.47  -0.4871
H4 -3.11 1.89 -2.73  0.3114
H5 -4.23 2.15 -1.38  0.3832
H6 -2.61 2.85 -1.32  0.2675
C3 1.00 -2.91 -1.47  -0.3493
C4 2.11 -3.76 -1.66  -1.0558
C5 3.29 -3.21 -2.17  -0.5833
C6 3.33 -1.85 -2.40  -0.9923
H7 0.08 -3.35 -1.09  0.6154
H8 2.01 -4.82 -1.42  0.4162
H9 4.16 -3.83 -2.38  0.4044
H10 4.23 -1.35 -2.76  0.2845
N1 1.02 -1.59 -1.71  0.3484
C7 2.19 -1.05 -2.13  0.6733
C8 2.27 0.42 -2.23  0.8282
N2 1.27 1.14 -1.63  0.6578
C9 1.41 2.49 -1.59  -0.1612
C10 3.39 2.44 -2.98  -0.5616
C11 2.44 3.17 -2.26  -0.7838
H11 0.64 3.04 -1.05  0.3381
H12 2.45 4.26 -2.22  0.3792
C12 3.29 1.06 -2.95  -0.9572
H13 4.01 0.43 -3.49  0.3039
H14 4.18 2.94 -3.55  0.4273
Co1 -0.65 0.12 -1.35  0.0558
C13 -0.88 0.60 -3.24  -1.3628
H15 -0.06 0.13 -3.81  0.3143
H16 -0.86 1.70 -3.38  0.2971
H17 -1.83 0.26 -3.68  0.4562
C14 0.65 -0.28 5.22  -1.7298
C15 0.38 0.33 3.87  1.0990
C16 0.17 1.72 3.79  -0.8384
C17 -0.04 2.34 2.56  0.7243
C18 -0.11 3.84 2.50  -1.7202
C19 -0.19 1.55 1.41  -0.4335
C20 -0.16 0.13 1.49  0.5648
C21 0.30 -0.43 2.71  -0.7464
N3 -0.70 -0.65 0.48  1.5323
C22 -1.50 -1.86 0.85  1.4559
C23 -0.59 -2.97 1.40  -2.1103
C24 -2.56 -1.53 1.91  -1.4708
C25 -2.21 -2.33 -0.41  -2.1048
H18 1.56 0.14 5.66  0.3981
H19 -0.18 -0.06 5.92  0.3374
H20 0.76 -1.37 5.15  0.3161
H21 0.23 2.32 4.70  0.3360
H22 -0.90 4.23 3.17  0.3710
H23 0.84 4.29 2.83  0.3498
H24 -0.32 4.19 1.48  0.3073
H25 -0.34 2.03 0.44  -0.7202
H26 0.62 -1.47 2.75  0.4587
H27 -0.55 -2.95 2.49  0.5370
H28 -0.99 -3.95 1.11  0.3490
H29 0.42 -2.88 1.00  0.5497
H30 -3.28 -0.79 1.54  0.3200
H31 -3.13 -2.44 2.16  0.4233
H32 -2.11 -1.15 2.83  0.2397
H33 -3.09 -1.72 -0.63  0.2688
H34 -1.54 -2.31 -1.28  0.4872
H35 -2.56 -3.36 -0.27  0.4658

Output
<S²>: 3.761
HOMO-LUMO gap (spin up / spin down): 5.84 / 5.81 eV
energy: -2520.53416 Eh
2S+1: 4
HOMO (spin up / spin down): -6.232 / -6.197 eV

=====

The following is a quantum chemistry calculation of a structure of composition C45H114CrN5O15 at a distorted geometry, from the Open Molecules 2025 dataset.

Last column: Mulliken charge in e.
Element x y z (Å)
Cr1 -1.31 -1.10 2.55  0.1223
C1 -0.98 1.32 -0.73  -0.6570
C2 0.11 0.19 -0.39  0.8283
C3 1.47 0.84 -0.10  -0.2873
O1 -0.43 -0.67 0.59  0.4413
H1 -1.39 1.68 0.21  -0.3644
H2 -1.87 0.86 -1.14  -0.3176
H3 -0.45 2.09 -1.29  0.7532
H4 0.29 -0.46 -1.24  -0.4282
H5 1.72 1.58 -0.86  0.8719
H6 2.33 0.20 0.11  -0.8689
H7 1.27 1.57 0.67  -0.2856
C4 -2.45 -2.16 -2.83  -0.8229
O2 -3.90 -1.96 -2.71  0.0882
C5 -4.76 -2.37 -3.74  -0.8090
C6 -4.60 -3.86 -4.12  -0.7607
N1 -5.66 -4.32 -5.07  -0.3694
C7 -5.43 -3.86 -6.41  -0.4525
C8 -6.56 -4.09 -7.39  -0.6881
O3 -6.50 -5.43 -7.81  -0.2912
C9 -7.62 -6.03 -8.49  -0.6934
H8 -2.21 -2.30 -3.89  0.5940
H9 -2.22 -3.09 -2.31  0.2741
H10 -2.15 -1.24 -2.33  -0.0468
H11 -4.28 -1.76 -4.51  0.4175
H12 -5.78 -2.02 -3.59  0.3223
H13 -4.64 -4.37 -3.16  0.4195
H14 -3.57 -4.02 -4.45  0.3614
H15 -5.52 -5.32 -5.12  0.2475
H16 -4.44 -4.21 -6.71  0.3876
H17 -5.38 -2.78 -6.31  0.3525
H18 -6.35 -3.31 -8.11  0.3181
H19 -7.56 -3.87 -7.00  0.3331
H20 -7.55 -7.12 -8.43  0.2261
H21 -7.70 -5.77 -9.55  0.2788
H22 -8.54 -5.61 -8.09  0.3046
C10 4.01 2.95 2.73  -0.1771
O4 4.30 1.90 3.53  -0.4919
C11 5.29 1.06 2.97  0.1076
C12 5.40 -0.43 3.49  -0.5102
N2 6.79 -0.96 3.42  -0.5154
C13 7.05 -1.27 2.02  0.8773
C14 8.43 -2.07 1.83  -1.1835
O5 8.63 -2.26 0.39  -0.2462
C15 8.31 -3.58 0.00  -0.6846
H23 4.90 3.55 2.56  0.4874
H24 3.42 3.67 3.29  -0.1198
H25 3.48 2.64 1.82  0.0735
H26 6.24 1.58 3.10  0.3948
H27 5.06 0.99 1.91  -0.2590
H28 4.57 -1.07 3.18  0.0679
H29 5.15 -0.36 4.55  0.5328
H30 6.76 -1.84 3.92  0.3578
H31 7.06 -0.36 1.41  -0.3224
H32 6.30 -1.95 1.62  -0.0583
H33 8.65 -2.84 2.56  0.4815
H34 9.24 -1.43 2.17  0.3866
H35 7.22 -3.69 0.07  0.2012
H36 8.72 -4.35 0.65  0.3404
H37 8.61 -3.81 -1.02  0.2630
C16 -6.88 0.40 3.86  -0.9353
O6 -5.52 0.68 3.59  -0.3054
C17 -5.34 0.98 2.17  -0.8019
C18 -3.86 1.04 1.83  -0.0582
N3 -3.36 -0.29 1.90  0.7174
C19 -3.62 -1.13 0.75  1.4011
C20 -3.44 -2.55 1.24  -1.6016
O7 -2.10 -2.89 1.60  0.5704
C21 -1.93 -4.27 1.79  -1.0647
H38 -7.35 -0.41 3.29  0.3401
H39 -7.62 1.15 3.58  0.3567
H40 -7.07 0.21 4.92  0.2823
H41 -5.80 1.94 1.92  0.7429
H42 -5.94 0.30 1.57  0.1430
H43 -3.35 1.84 2.36  -0.8468
H44 -3.74 1.51 0.86  0.1347
H45 -3.90 -0.68 2.66  0.4614
H46 -2.88 -0.92 -0.02  -0.9815
H47 -4.55 -1.16 0.18  -0.0411
H48 -3.95 -3.04 0.42  0.4299
H49 -4.23 -2.65 1.99  0.4469
H50 -2.11 -4.80 0.86  0.3076
H51 -2.61 -4.67 2.55  0.3079
H52 -0.97 -4.54 2.24  0.1307
C22 9.17 1.81 0.74  -0.8240
O8 7.89 1.93 0.32  -0.3137
C23 7.44 1.23 -0.84  -0.5293
C24 5.96 1.30 -1.16  -0.8394
N4 5.13 0.21 -0.61  0.6548
C25 5.32 -1.04 -1.34  -0.8603
C26 4.24 -1.45 -2.46  -0.0767
O9 3.85 -0.36 -3.27  -0.3355
C27 2.65 -0.69 -4.02  -0.5840
H53 9.78 2.53 0.19  0.3464
H54 9.54 0.79 0.61  0.2977
H55 9.41 2.01 1.78  0.2566
H56 7.83 0.22 -0.91  0.1273
H57 7.82 1.84 -1.66  0.5813
H58 5.91 1.29 -2.25  0.5013
H59 5.56 2.30 -0.99  0.5002
H60 4.13 0.34 -0.67  -0.5962
H61 5.30 -1.74 -0.50  -0.0906
H62 6.34 -1.30 -1.61  0.5985
H63 3.43 -1.81 -1.82  -0.0288
H64 4.54 -2.21 -3.18  0.5094
H65 1.90 -1.01 -3.30  0.1366
H66 2.84 -1.33 -4.89  0.3180
H67 2.24 0.24 -4.42  0.2529
C28 0.75 -2.80 4.39  -1.0987
O10 0.68 -1.93 3.32  0.6250
C29 1.59 -0.78 3.48  0.0690
C30 0.81 0.34 4.27  -0.8205
N5 -0.39 0.60 3.55  1.1650
C31 -1.25 1.46 4.39  -1.0538
C32 -1.34 2.99 3.87  -0.7193
O11 -0.03 3.46 3.59  -0.0283
C33 0.49 3.97 4.75  -0.7817
H68 0.43 -2.45 5.37  0.2461
H69 1.77 -3.13 4.61  0.2662
H70 0.15 -3.66 4.11  0.1654
H71 1.96 -0.28 2.58  -0.3404
H72 2.46 -1.07 4.08  0.5070
H73 1.42 1.24 4.32  0.1092
H74 0.55 0.07 5.29  0.4842
H75 -0.08 1.33 2.91  -0.6474
H76 -0.98 1.38 5.44  0.5474
H77 -2.25 1.03 4.39  0.2102
H78 -1.86 3.68 4.53  0.4036
H79 -1.87 3.14 2.93  0.2329
H80 0.27 5.02 4.92  0.3320
H81 1.58 3.99 4.68  0.0437
H82 0.35 3.34 5.63  0.3684
C34 1.91 -5.57 0.18  -1.7466
C35 1.55 -4.09 0.30  2.0628
C36 2.61 -3.20 0.71  -1.0161
O12 1.09 -3.67 -0.95  -0.7151
H83 1.72 -5.93 1.20  0.4053
H84 2.87 -5.78 -0.28  0.3367
H85 1.30 -6.04 -0.58  0.4313
H86 0.70 -3.99 0.97  -0.8339
H87 2.40 -2.13 0.71  -0.1114
H88 3.55 -3.27 0.17  0.2217
H89 2.92 -3.50 1.71  0.5912
H90 0.85 -2.75 -0.85  0.0633
C37 -6.95 -0.07 -1.55  -0.9797
C38 -6.15 0.98 -2.30  0.7479
C39 -6.91 2.41 -2.52  -1.6269
O13 -5.00 1.21 -1.54  -0.1054
H91 -6.65 -1.07 -1.86  0.1201
H92 -7.98 -0.03 -1.92  0.4704
H93 -7.00 0.20 -0.49  0.1197
H94 -5.94 0.58 -3.30  0.1650
H95 -7.25 2.92 -1.62  0.3322
H96 -7.87 2.22 -3.00  0.4846
H97 -6.26 3.10 -3.06  0.3623
H98 -4.42 0.45 -1.60  -0.0447
C40 -2.33 4.77 -1.77  -1.0982
C41 -3.58 5.70 -1.55  0.3743
C42 -4.82 4.90 -1.48  -0.9414
O14 -3.36 6.36 -0.29  -0.5788
H99 -2.10 4.12 -0.93  0.2131
H100 -1.50 5.46 -1.97  0.4238
H101 -2.54 3.98 -2.49  0.3828
H102 -3.84 6.54 -2.19  0.2605
H103 -4.82 4.22 -0.63  0.1018
H104 -4.70 4.15 -2.25  0.0689
H105 -5.78 5.39 -1.65  0.4599
H106 -2.61 6.96 -0.36  0.3049
C43 1.67 4.82 -0.21  -0.6558
C44 2.44 6.03 0.43  0.4050
C45 1.94 6.44 1.92  -1.2509
O15 3.84 5.82 0.43  -0.5692
H107 2.31 4.04 -0.61  0.0776
H108 1.20 5.17 -1.14  0.4576
H109 0.96 4.29 0.42  0.0325
H110 2.34 6.79 -0.35  0.3523
H111 2.21 7.46 2.19  0.4201
H112 2.52 5.96 2.71  0.2071
H113 0.86 6.34 2.02  0.2901
H114 4.30 5.91 -0.41  0.3001

Output
<S²>: 8.755
HOMO-LUMO gap (spin up / spin down): 4.86 / 7.74 eV
energy: -4229.20347 Eh
2S+1: 6
HOMO (spin up / spin down): -4.315 / -7.280 eV